{
  "formula": "C4H10S",
  "method": "ωB97M-V/def2-TZVPD",
  "elements": ["C", "C", "C", "S", "C", "H", "H", "H", "H", "H", "H", "H", "H", "H", "H"],
  "xyz": [[-0.012328, -0.539738, -1.782809], [1.397711, 0.352536, -1.896484], [1.617632, -0.949957, -1.344817], [-0.511249, 0.012096, 1.265216], [-1.626899, 1.017043, 2.294740], [-0.146585, -0.939417, -2.797666], [-0.715102, 0.280334, -1.598149], [-0.433406, -1.368540, -1.163339], [1.912385, 0.602627, -2.819440], [1.281835, 1.194387, -1.168505], [1.724564, -1.056119, -0.275473], [1.906154, -1.747830, -2.000287], [-1.511456, 2.105183, 2.096408], [-1.379064, 0.909531, 3.347635], [-2.659157, 0.768117, 1.998378]],
  "atomic_forces_ev_per_a": [[-0.65, -1.00, -2.86], [1.24, -0.15, 2.46], [-0.45, 1.93, 0.35], [0.37, -0.02, -0.52], [0.01, 0.86, -0.72], [-0.04, 0.26, 0.10], [0.39, -0.05, 0.84], [0.61, 0.66, 0.69], [-1.12, -0.27, -0.59], [0.08, -0.94, -0.53], [-0.40, -0.10, 0.17], [0.08, -0.26, -0.13], [0.05, -0.58, -0.09], [-0.46, -0.35, 0.11], [0.30, 0.01, 0.73]],
  "nbo_charge": [-0.70, -0.28, -0.17, -0.75, -0.72, 0.23, 0.37, 0.40, 0.25, 0.28, 0.29, 0.23, 0.19, 0.19, 0.19],
  "spin_multiplicity": 1,
  "orbital_gap_ev": 5.30,
  "relative_energy_kcal_mol": 118.5,
  "e_homo_ev": -6.08,
  "molar_mass_da": 90.191,
  "lumo_energy_ev": -0.78
}

---

{
  "formula": "C41H57BF2MgN4P2",
  "method": "ωB97M-V/def2-TZVPD",
  "elements": ["Mg", "C", "C", "C", "C", "P", "C", "N", "B", "N", "C", "P", "C", "C", "C", "C", "C", "C", "C", "C", "C", "C", "C", "C", "C", "C", "C", "C", "C", "C", "H", "H", "H", "H", "H", "H", "H", "H", "H", "H", "H", "H", "H", "H", "H", "H", "H", "H", "H", "H", "H", "H", "H", "H", "H", "H", "H", "H", "H", "H", "H", "H", "H", "H", "H", "H", "H", "H", "H", "H", "H", "H", "H", "H", "F", "C", "C", "C", "C", "C", "F", "C", "C", "C", "C", "C", "C", "N", "H", "H", "H", "H", "H", "H", "N", "C", "C", "C", "C", "C", "C", "H", "H", "H", "H", "H", "H", "H"],
  "xyz": [[0.693193, -0.290817, -0.148005], [-3.761720, 0.775353, 3.172263], [-2.580950, 0.835803, 4.160424], [-2.824836, 2.027359, 5.092038], [-2.558264, -0.456240, 4.981768], [-1.028280, 0.859190, 3.099657], [-1.211540, 2.546684, 2.359044], [-0.676154, 2.735367, 1.029626], [-0.200871, 1.808873, 0.005998], [0.085651, 2.705344, -1.113133], [0.597722, 2.440960, -2.443213], [0.591544, 0.643900, -2.882067], [2.063153, 0.534737, -4.044754], [3.300537, 0.783169, -3.162728], [2.102650, 1.528546, -5.208725], [2.146432, -0.893809, -4.587608], [-1.039581, 0.526789, -3.826588], [-1.112892, 1.299705, -5.144993], [-2.119089, 1.076417, -2.878883], [-1.380072, -0.941009, -4.096444], [-0.183394, 4.020998, -0.769982], [-0.051627, 5.193159, -1.494653], [-0.423121, 6.390366, -0.885664], [-0.914566, 6.407065, 0.411458], [-1.045480, 5.229126, 1.144741], [-0.668665, 4.037628, 0.547264], [0.492937, 1.066962, 4.193543], [1.540873, 1.779765, 3.324418], [1.030652, -0.337074, 4.500128], [0.320048, 1.837361, 5.499352], [-4.623823, 0.319280, 3.663726], [-3.534717, 0.194112, 2.278138], [-4.062594, 1.771808, 2.846174], [-3.853400, 1.982668, 5.460205], [-2.708157, 2.981220, 4.576275], [-2.167945, 2.025031, 5.959229], [-3.498599, -0.563244, 5.528126], [-1.749910, -0.453804, 5.714020], [-2.439627, -1.334300, 4.344000], [-0.747796, 3.269920, 3.040443], [-2.280437, 2.790749, 2.359346], [1.615855, 2.829294, -2.550119], [-0.012546, 2.985114, -3.174074], [3.468363, 1.846305, -2.988356], [4.184141, 0.394201, -3.674903], [3.227847, 0.290024, -2.191424], [1.878577, 2.547141, -4.888332], [1.413447, 1.261612, -6.006468], [3.109655, 1.536263, -5.634658], [2.171067, -1.629411, -3.780369], [3.063916, -1.003265, -5.171842], [1.309858, -1.130485, -5.246509], [-0.707607, 2.308471, -5.069188], [-2.159529, 1.389024, -5.448627], [-0.586215, 0.778602, -5.944407], [-2.057934, 2.158499, -2.764103], [-2.050672, 0.636714, -1.882114], [-3.101143, 0.836696, -3.295121], [-0.630638, -1.450471, -4.702053], [-2.332894, -0.993356, -4.630037], [-1.496180, -1.491829, -3.163662], [0.334105, 5.187495, -2.505512], [-0.325561, 7.317869, -1.433707], [-1.199600, 7.347477, 0.863553], [-1.435009, 5.255251, 2.153978], [1.557407, 1.379299, 2.307190], [2.533495, 1.630276, 3.756267], [1.361468, 2.852932, 3.258333], [1.306484, -0.857238, 3.580026], [0.308868, -0.952583, 5.038832], [1.931990, -0.259491, 5.113124], [-0.085840, 2.836356, 5.335150], [1.297813, 1.953230, 5.974546], [-0.324592, 1.311589, 6.204479], [5.827641, 1.124879, 1.653708], [5.025266, 0.208346, 1.058192], [3.698686, 0.511797, 0.824791], [2.847008, -0.408244, 0.215615], [3.405851, -1.638924, -0.200732], [4.740745, -1.913505, 0.092400], [5.301063, -3.118332, -0.217837], [5.574868, -1.013712, 0.722667], [2.558034, -2.557316, -1.000591], [3.041124, -3.644126, -1.738358], [2.165334, -4.416307, -2.477131], [0.811948, -4.117729, -2.469466], [0.409750, -3.023975, -1.728243], [1.247930, -2.258365, -1.035597], [3.351017, 1.494506, 1.127516], [6.603519, -1.258670, 0.935161], [4.093117, -3.874585, -1.739794], [2.541775, -5.250385, -3.054907], [0.089064, -4.703428, -3.017132], [-0.636013, -2.747074, -1.678680], [-0.228870, -2.100132, 1.403284], [-1.318310, -2.914324, 1.069412], [-1.130526, -4.264073, 0.778659], [-2.199596, -5.047044, 0.374265], [-3.469992, -4.500749, 0.255303], [-3.656834, -3.156891, 0.548396], [-2.592653, -2.366119, 0.949343], [-0.438048, -1.338711, 2.050513], [0.604868, -2.610889, 1.659464], [-0.140435, -4.696812, 0.869760], [-2.035220, -6.094056, 0.153923], [-4.303489, -5.113055, -0.058496], [-4.641032, -2.714991, 0.461054], [-2.734685, -1.315083, 1.160649]],
  "atomic_forces_ev_per_a": [[0.21, -0.30, -0.09], [0.01, 0.03, -0.01], [0.00, 0.00, 0.03], [0.01, -0.01, 0.05], [0.01, 0.01, 0.00], [0.01, 0.12, 0.04], [-0.05, 0.04, 0.14], [-0.07, -0.02, -0.02], [0.00, -0.01, 0.12], [0.05, -0.03, -0.06], [-0.02, 0.05, -0.03], [-0.15, 0.00, -0.02], [0.02, 0.08, 0.00], [-0.03, -0.04, 0.04], [-0.02, -0.01, 0.00], [-0.05, -0.02, -0.03], [0.01, 0.04, -0.01], [0.03, -0.05, -0.02], [0.04, -0.01, 0.01], [0.01, -0.03, 0.02], [-0.07, 0.05, 0.02], [0.00, -0.04, 0.00], [0.00, 0.02, 0.01], [0.01, 0.02, -0.02], [-0.01, -0.04, 0.01], [0.03, 0.08, -0.07], [0.05, 0.00, -0.08], [-0.05, -0.07, -0.03], [-0.05, -0.01, -0.01], [0.04, -0.02, -0.02], [-0.03, 0.01, 0.01], [-0.01, -0.06, 0.03], [0.02, -0.01, -0.01], [-0.04, -0.01, 0.01], [0.00, 0.03, -0.01], [-0.10, 0.01, -0.07], [-0.02, 0.00, 0.02], [0.00, -0.01, 0.01], [0.01, -0.04, -0.04], [-0.02, -0.01, 0.01], [0.05, -0.05, -0.02], [0.01, -0.04, 0.04], [0.05, 0.00, 0.00], [-0.02, 0.02, 0.04], [0.02, 0.02, -0.03], [0.02, -0.01, -0.05], [0.01, 0.02, 0.01], [0.01, 0.01, 0.01], [0.02, -0.01, -0.01], [-0.01, -0.02, 0.01], [0.02, -0.01, 0.01], [0.03, 0.01, 0.00], [-0.01, 0.03, 0.01], [-0.02, -0.02, 0.00], [0.00, 0.01, 0.00], [0.02, 0.03, 0.01], [-0.01, -0.02, 0.00], [-0.02, 0.01, -0.01], [-0.01, 0.01, 0.02], [-0.01, -0.01, -0.01], [0.00, -0.01, 0.02], [0.01, 0.00, -0.02], [0.00, 0.02, -0.01], [-0.01, 0.02, 0.01], [0.00, 0.00, 0.01], [0.00, 0.00, 0.08], [0.02, 0.01, 0.03], [-0.03, 0.02, -0.02], [0.01, 0.00, -0.01], [-0.01, -0.02, 0.00], [0.02, 0.00, 0.02], [-0.02, 0.01, 0.00], [0.04, 0.01, 0.00], [0.07, 0.00, -0.01], [-0.12, -0.16, -0.11], [0.08, 0.06, 0.05], [0.05, 0.08, 0.07], [-0.05, -0.11, 0.03], [0.11, 0.03, 0.00], [0.11, -0.03, 0.01], [-0.04, 0.18, 0.07], [-0.07, 0.02, -0.02], [-0.02, -0.08, -0.02], [0.03, -0.04, 0.00], [-0.02, 0.00, 0.00], [0.00, 0.03, 0.04], [-0.02, -0.08, -0.08], [-0.01, 0.04, -0.16], [0.00, -0.04, 0.00], [0.05, -0.01, 0.01], [-0.04, 0.01, -0.01], [0.01, -0.01, -0.01], [-0.03, -0.03, -0.02], [-0.01, 0.00, -0.02], [0.21, 0.57, 0.02], [-0.02, -0.14, -0.08], [0.01, 0.01, 0.07], [-0.02, -0.01, -0.01], [0.02, -0.01, 0.00], [-0.01, 0.01, -0.01], [0.00, 0.03, -0.04], [-0.15, -0.15, 0.12], [-0.03, 0.03, 0.06], [0.01, 0.00, -0.01], [-0.01, -0.01, 0.00], [-0.02, -0.02, -0.01], [-0.01, 0.01, 0.00], [0.03, 0.03, -0.01]],
  "mulliken_charge": [2.73, -1.62, 2.02, -1.79, -1.92, 0.81, -2.54, 0.38, 0.52, 0.27, -2.00, 0.49, 1.97, -2.28, -1.76, -1.95, 1.98, -1.91, -1.80, -1.53, 0.16, -0.59, -0.90, -0.87, -0.70, 0.41, 2.14, -1.66, -1.62, -2.04, 0.54, 0.10, 0.39, 0.55, 0.21, 0.35, 0.53, 0.32, 0.27, 0.53, 1.10, 0.83, 0.64, 0.36, 0.58, 0.45, 0.23, 0.33, 0.54, 0.25, 0.56, 0.33, 0.26, 0.50, 0.30, 0.27, 0.03, 0.64, 0.23, 0.57, 0.17, 0.47, 0.39, 0.39, 0.48, -0.25, 0.65, 0.27, 0.11, 0.30, 0.57, 0.30, 0.51, 0.37, -0.36, 0.26, -0.67, -1.00, 0.75, 0.70, -0.37, -0.94, -0.42, -0.88, -0.93, -1.58, -0.38, 1.28, 0.60, 0.51, 0.61, 0.43, 0.56, 0.83, -0.24, -0.17, -0.20, -0.69, -0.60, -0.56, 0.11, -0.56, 0.25, 0.43, 0.43, 0.40, 0.43, 0.04],
  "spin_multiplicity": 1,
  "orbital_gap_ev": 7.45,
  "relative_energy_kcal_mol": 0.0,
  "e_homo_ev": -7.01,
  "molar_mass_da": 740.996,
  "lumo_energy_ev": 0.44
}